Run one
The following is a DFT calculation (ωB97M-V with the def2-TZVPD basis set) of a structure of composition C3H8S2.

```
13
Properties=species:S:1:pos:R:3
C -0.58016 -1.30454 1.15229
C -1.68954 -0.54855 0.39724
C 0.59744 -0.53880 0.51949
H -0.55835 -2.35629 0.85805
H -0.63436 -1.25729 2.23648
H -2.47133 -1.15896 -0.04294
H -2.13891 0.24839 0.98592
H 1.42782 -1.14516 0.17061
H 0.97964 0.26973 1.15680
H 0.32050 1.93533 -0.38165
H 2.23095 1.69430 -0.16497
S -0.48127 0.10690 -0.81487
S 1.16112 0.90069 -0.26216
```

The lowest unoccupied orbital energy comes out at 0.1 eV. The value obtained for the highest occupied orbital energy is -6.078 eV. The spin multiplicity is 1.

---

Run two
The following is a DFT calculation (ωB97M-V with the def2-TZVPD basis set) of an isolated molecule of C3H8S2.

```
13
Properties=species:S:1:pos:R:3
C 0.66121 -0.82497 1.32961
C 1.67130 0.01301 0.55364
S 1.06886 0.26946 -1.20324
S -0.45751 1.69516 -1.04004
C -1.96055 0.48867 -1.37278
H 0.52057 -0.62983 2.39561
H -0.33550 -0.76291 0.90698
H 0.95860 -1.87631 1.20860
H 2.59190 -0.54996 0.42826
H 1.72136 1.03516 0.90516
H -2.81009 1.10093 -1.05891
H -1.82110 -0.26352 -0.62485
H -1.80905 0.30511 -2.42804
```

The lowest unoccupied orbital energy comes out at 0.7 eV. The value obtained for the highest occupied orbital energy is -8.602 eV. The spin multiplicity is 1. The SMILES is CCSSC.

---

Least stable of them? run one.

---

Run one
The following is a DFT calculation (ωB97M-V with the def2-TZVPD basis set) of the ion C7H11N2O2 with charge +1.

```
22
Properties=species:S:1:pos:R:3
C -0.57332 -2.44615 -0.08087
N -0.40903 -1.05441 0.35561
C -0.06290 -0.06166 -0.56896
N -0.54651 1.29340 -0.13370
C -0.19923 1.83153 1.24652
C 1.71982 0.11395 -0.72666
C 2.97061 0.48886 -1.28308
C 3.78151 -0.09949 -0.17074
O 4.94109 -0.20595 0.03214
C 2.38496 -0.37552 0.50006
O 1.93238 -0.56932 1.59675
H 0.45515 -3.07649 -0.12624
H -1.34649 -3.01493 0.43340
H -1.04673 -2.30724 -1.02248
H 0.15152 -0.91529 1.15533
H -0.41983 -0.39865 -1.46454
H -0.32077 2.00851 -0.88695
H -1.49275 1.40831 0.00120
H 0.79067 2.09715 1.10065
H -0.74914 2.65330 1.37882
H -0.20438 1.15905 1.96764
H 3.20642 1.01933 -2.10158
```

The lowest unoccupied orbital energy comes out at -4.2 eV. The value obtained for the highest occupied orbital energy is -13.168 eV. The spin multiplicity is 1. Its net charge is +1. The SMILES is CN[C@@H]([NH2+]C)c1cc(=O)c1=O.

---

Run two
The following is a DFT calculation (ωB97M-V with the def2-TZVPD basis set) of the ion C7H11N2O2 with charge +1.

```
22
Properties=species:S:1:pos:R:3
C -2.40644 1.07953 -0.42801
C 3.46329 0.13708 -0.08833
C 2.40195 -0.69394 -0.25197
C -1.10294 -1.18260 -0.12469
C -0.33588 1.82933 0.44608
C 0.61451 1.03866 -0.50199
C -1.99858 -2.22927 0.50279
N -1.77465 2.01003 0.05657
N 1.11542 -0.20080 0.00462
O -1.84957 -0.23717 -0.75459
O 0.15831 -1.31903 0.04006
H -3.41621 1.00953 -0.84707
H 4.51667 -0.16180 -0.14171
H 3.27417 1.11017 0.17827
H 2.35955 -1.77301 -0.46813
H -0.46143 1.35700 1.50527
H 0.18291 2.83219 0.50177
H 0.27773 0.89346 -1.47443
H 1.51291 1.65259 -0.53599
H -1.70844 -2.14673 1.56013
H -2.97256 -1.76823 0.50015
H -1.85069 -3.23698 0.32119
```

The lowest unoccupied orbital energy comes out at -4.8 eV. The value obtained for the highest occupied orbital energy is -12.711 eV. The spin multiplicity is 1. Its net charge is +1.

---

Run three
The following is a DFT calculation (ωB97M-V with the def2-TZVPD basis set) of the ion C7H11N2O2 with charge +1.

```
22
Properties=species:S:1:pos:R:3
C 2.52638 1.12411 -0.12045
O 1.53093 0.37591 -0.82541
C 0.34778 0.25115 -0.09460
O 0.53019 -0.41879 1.05119
C 0.80310 -1.84421 0.79201
C -0.54396 -0.43431 -1.21488
C -1.76470 -0.89070 -0.98654
C -2.39315 -0.64083 0.37013
N -2.34835 0.54234 0.81307
C -1.73021 1.54965 0.33090
N -0.43982 1.58663 0.10506
H 2.31881 2.08780 0.10200
H 3.52930 1.04350 -0.63673
H 2.90199 0.77872 0.89252
H 0.73118 -2.30403 1.81968
H 1.76939 -1.83500 0.50474
H 0.20312 -2.38685 0.08359
H -0.24409 -0.64003 -2.26184
H -2.46754 -1.45225 -1.57700
H -2.85314 -1.37525 0.82543
H -2.28772 2.40900 0.24790
H -0.11948 2.47344 -0.22076
```

The lowest unoccupied orbital energy comes out at -4.8 eV. The value obtained for the highest occupied orbital energy is -14.654 eV. The spin multiplicity is 1. Its net charge is +1. The SMILES is COC1(OC)C=CC=NC=[NH+]1.

---

Least stable of them? run two.

---

Run one
The following is a DFT calculation (ωB97M-V with the def2-TZVPD basis set) of an isolated molecule of C2H5N3O2.

```
12
Properties=species:S:1:pos:R:3
N -1.82764 -1.29263 2.25128
N -0.84062 -0.70901 1.40164
C -0.90154 -0.87523 0.13999
O 0.06683 -0.27689 -0.70773
C 0.75054 0.70687 -0.13639
N 1.48841 1.43450 -0.80116
O 1.36706 1.18836 -2.19192
H -1.90187 -2.31833 1.91875
H -1.34804 -1.22921 3.20509
H -1.80267 -1.29657 -0.43444
H 0.61223 0.86669 0.96060
H 2.13420 1.66573 -2.43674
```

The lowest unoccupied orbital energy comes out at 0.9 eV. The value obtained for the highest occupied orbital energy is -9.225 eV. The spin multiplicity is 1. The SMILES is N/N=C/O/C=N\O.

---

Run two
The following is a DFT calculation (ωB97M-V with the def2-TZVPD basis set) of a cluster of 2 separate species, C2H5N3O2 in total.

```
12
Properties=species:S:1:pos:R:3
C 0.29579 0.89706 -0.30004
C -0.12872 -0.48498 -0.13614
N -0.43707 1.87080 -0.52503
N 2.18051 -0.41666 -0.13537
N -1.23700 -1.15111 -0.61623
O 1.70140 0.87058 -0.38319
O 1.04762 -1.23536 -0.25776
H -0.59091 -0.57437 2.41475
H -0.05152 2.73554 -0.51406
H 2.82905 -0.66572 -1.02556
H -2.06736 -0.79209 -0.20528
H -1.19878 -2.12479 -0.68790
```

The lowest unoccupied orbital energy (spin up / spin down) comes out at 0.1 / -0.5 eV. The value obtained for the highest occupied orbital energy (spin up / spin down) is -9.316 / -7.252 eV. The spin multiplicity is 1.

---

Run three
The following is a DFT calculation (ωB97M-V with the def2-TZVPD basis set) of an isolated molecule of C2H5N3O2.

```
12
Properties=species:S:1:pos:R:3
C -1.32870 1.52691 0.26366
N -0.58200 0.34003 0.35079
N 0.19959 0.12378 -0.56305
O 0.59738 0.88195 -1.44421
C 0.99658 -1.47011 -0.36932
N 1.73179 -1.82821 0.79119
O 1.35277 -1.55829 1.89385
H -0.76124 2.29324 -0.23587
H -1.71701 1.93373 1.22193
H -2.33724 1.38284 -0.31006
H 1.58278 -1.36888 -1.24661
H 0.26530 -2.25698 -0.35230
```

The lowest unoccupied orbital energy (spin up / spin down) comes out at -0.8 / -0.8 eV. The value obtained for the highest occupied orbital energy (spin up / spin down) is -9.430 / -9.432 eV. The spin multiplicity is 1. The SMILES is C/N=[N+](\[O-])CN=O.

---

Run four
The following is a DFT calculation (ωB97M-V with the def2-TZVPD basis set) of an isolated molecule of C2H5N3O2.

```
12
Properties=species:S:1:pos:R:3
N 2.22770 0.68905 -0.90925
N 1.27289 1.62473 -0.57203
C 0.14381 1.24825 -0.18078
O -0.14937 -0.09850 -0.05888
C -1.36598 -0.44383 0.46690
N -1.46004 -1.79323 0.60868
O -2.21844 0.36106 0.76806
H 3.11921 1.14176 -0.83974
H 2.21169 -0.14513 -0.32898
H -0.63933 1.92681 0.10149
H -2.37242 -2.13332 0.79331
H -0.76972 -2.37767 0.15122
```

The lowest unoccupied orbital energy comes out at 0.7 eV. The value obtained for the highest occupied orbital energy is -9.077 eV. The spin multiplicity is 1. The SMILES is N/N=C\OC(N)=O.

---

Least stable of them? run two.